# C4H6O2Ru

C4H6O2Ru as an isolated structure at a distorted geometry (ωB97M-V/def2-TZVPD, the OMol25 dataset).

Last column: Löwdin charge in e.
CARTESIAN COORDINATES (ANGSTROEM)
O1 0.242 -0.415 -2.616  0.342
C1 0.080 0.242 -1.379  -0.085
C2 0.599 -0.692 -0.289  -0.145
C3 0.607 -0.086 1.044  -0.003
C4 0.217 0.560 2.064  -0.001
H1 -0.059 0.158 -3.325  0.187
H2 -0.981 0.473 -1.188  0.202
H3 0.645 1.188 -1.353  0.211
H4 1.626 -1.008 -0.533  0.163
H5 -0.002 -1.617 -0.272  0.146
H6 0.671 0.748 3.041  0.120
O2 -1.616 1.106 2.436  -0.412
Ru1 -2.030 -0.657 2.369  1.274

total charge: +2
max |F|: 0.0451 Eh/bohr
expectation value of S²: 12.059
orbital gap (spin up / spin down): 8.52 / 3.91 eV
lowest unoccupied orbital energy (spin up / spin down): -0.329 / -0.527 hartree
2S+1: 7